1.
20
Properties=species:S:1:pos:R:3:lowdin_charge:R:1 method="wB97M-V/def2-TZVPD" homo_lumo_gap_ev=9.173 homo_ev=-8.42 e_lumo_ha=0.0275 smiles="C/C=C/CCN.O" relative_energy_ev=2.8991 total_charge=0
C -0.56750 1.06454 -2.65042 -0.10
C -1.13426 1.08155 -1.21910 -0.18
C -1.12280 0.03081 -0.38112 -0.16
C -0.96703 0.07293 1.07311 -0.22
C -0.48028 1.42449 1.71827 -0.30
N 0.83727 1.92164 1.39560 -0.01
H -1.33668 1.35811 -3.36635 0.06
H -0.14431 0.10604 -2.95244 0.07
H 0.18479 1.84714 -2.55288 0.07
H -1.80657 1.93992 -1.18076 0.11
H -1.24393 -0.97874 -0.80600 0.11
H -1.96979 -0.10934 1.51905 0.12
H -0.37113 -0.78543 1.38727 0.11
H -0.51676 1.15130 2.77390 0.10
H -1.27563 2.08856 1.40232 0.10
H 1.06689 1.63065 0.44326 0.06
H 0.75485 2.93238 1.32090 0.07
O 3.34064 -6.01024 0.74136 -0.05
H 2.69041 -5.37966 0.45595 0.02
H 4.06180 -5.38665 0.87808 0.03

2.
20
Properties=species:S:1:pos:R:3:lowdin_charge:R:1 method="wB97M-V/def2-TZVPD" homo_lumo_gap_ev="11.817 / 7.239" homo_ev="-14.73 / -14.72" e_lumo_ha="-0.1070 / -0.2750" multiplicity=2 relative_energy_ev=1.4283 total_charge=+1
C 0.25629 -2.03906 -0.30901 0.03
N 0.18218 -0.58599 -0.64509 0.00
C -1.01858 -0.29194 -1.39533 0.00
C 0.30973 -0.11783 1.82867 -0.02
C 0.56221 0.35757 0.38994 -0.31
C 0.07329 1.80536 0.21206 -0.21
O 0.69709 2.45702 -0.86897 -0.03
H 1.31200 -2.29342 -0.36357 0.13
H -0.36505 -2.55500 -1.03414 0.10
H -0.27045 -2.21277 0.62613 0.11
H -1.86645 -0.36132 -0.70996 0.14
H -1.04317 0.71614 -1.80452 0.10
H -1.17618 -0.95510 -2.23670 0.12
H -0.75909 -0.19443 2.01959 0.11
H 0.85786 0.52901 2.49430 0.10
H 0.80541 -1.07432 2.02913 0.09
H 1.65675 0.50080 0.33976 0.18
H 0.42120 2.34719 1.08246 0.14
H -1.01890 1.79714 0.08259 0.13
H 0.38387 2.17097 -1.73733 0.09

3.
20
Properties=species:S:1:pos:R:3:lowdin_charge:R:1 method="wB97M-V/def2-TZVPD" homo_lumo_gap_ev="11.729 / 6.901" homo_ev="-14.66 / -14.65" e_lumo_ha="-0.1076 / -0.2848" multiplicity=2 relative_energy_ev=1.6205 total_charge=+1
C 1.72261 -0.34580 -1.26711 0.03
N 0.39331 -0.39397 -0.66411 -0.06
C -0.15114 -1.69135 -0.51024 -0.02
C 0.81716 -0.08037 1.79982 0.00
C 0.17228 0.47563 0.51722 -0.31
C -1.29825 0.87599 0.73384 -0.16
O -1.81924 1.37195 -0.52859 -0.04
H 1.64623 0.33859 -2.12844 0.14
H 1.86685 -1.27226 -1.82134 0.11
H 2.51537 -0.10267 -0.56487 0.12
H 0.63716 -2.40146 -0.23679 0.14
H -1.06036 -1.85470 0.06786 0.12
H -0.45563 -2.13200 -1.48904 0.14
H 1.82399 -0.47934 1.66395 0.09
H 0.18242 -0.78161 2.33868 0.10
H 1.01804 0.77560 2.45155 0.11
H 0.54803 1.42739 0.16527 0.16
H -1.35344 1.71283 1.42000 0.14
H -2.00842 0.11180 1.05984 0.13
H -1.45625 0.85561 -1.25084 0.07

4.
20
Properties=species:S:1:pos:R:3:lowdin_charge:R:1 method="wB97M-V/def2-TZVPD" homo_lumo_gap_ev="12.108 / 6.627" homo_ev="-14.96 / -14.87" e_lumo_ha="-0.1049 / -0.3029" multiplicity=2 relative_energy_ev=2.7827 total_charge=+1
C -2.24630 0.55709 0.82173 -0.07
C -1.41185 -0.61378 0.33326 -0.16
N -0.01750 -0.18545 0.02197 -0.07
C 0.57582 0.78844 1.06632 0.04
C 0.99048 -1.13792 -0.49237 -0.06
C 1.88578 -0.30619 -1.59632 -0.10
O 1.30161 1.03889 -1.65285 -0.07
H -1.88898 1.43990 0.16312 0.12
H -2.03758 0.94560 1.78170 0.06
H -3.30923 0.41211 0.60315 0.10
H -1.87607 -1.02480 -0.57864 0.15
H -1.39298 -1.32237 1.22634 0.18
H 0.21019 1.77649 0.95243 0.10
H 0.48882 0.47699 2.14321 0.15
H 1.60876 0.80349 0.80683 0.09
H 1.52482 -1.54017 0.29917 0.12
H 0.46290 -1.99396 -0.88939 0.13
H 1.71917 -0.72005 -2.58093 0.12
H 2.95128 -0.19097 -1.25823 0.14
H 0.46086 0.79666 -1.17051 0.05

5.
21
Properties=species:S:1:pos:R:3:lowdin_charge:R:1 method="wB97M-V/def2-TZVPD" homo_lumo_gap_ev="7.196 / 5.284" homo_ev="-3.30 / -3.23" e_lumo_ha="0.1432 / 0.0753" multiplicity=2 relative_energy_ev=3.8976 total_charge=-1
O 1.90484 1.08258 -1.02476 -0.09
C 2.34963 0.33963 0.11695 -0.26
C 1.07444 0.03036 1.17942 -0.15
C 0.19360 -1.05910 0.56182 -0.30
C -0.09216 -0.83852 -0.87378 -0.27
C -0.72312 0.39371 -1.30204 -0.41
N -2.09104 0.49284 -1.01812 -0.05
H 2.93029 -0.70503 0.04995 0.13
H 1.26593 -0.33183 2.23601 0.12
H 3.00626 0.95786 0.73945 0.08
H 0.69777 -2.03578 0.64948 0.10
H -0.61249 -1.28589 1.15385 0.05
H 0.80386 -0.98052 -1.54128 0.11
H -0.90933 -1.63986 -1.19673 0.15
H -0.19469 1.26217 -0.86849 0.10
H -0.56363 0.39796 -2.41018 0.12
H -2.30396 0.62275 0.06853 0.04
H -2.60898 1.22770 -1.51010 0.04
H 0.32926 0.85967 1.22645 0.09
H -2.53022 0.87471 2.14759 -0.12
O -1.92624 0.33460 1.61597 -0.47

6.
21
Properties=species:S:1:pos:R:3:lowdin_charge:R:1 method="wB97M-V/def2-TZVPD" homo_lumo_gap_ev=4.476 homo_ev=-8.52 e_lumo_ha=-0.1487 relative_energy_ev=9.7985 total_charge=0
C 1.29460 -0.96636 1.43038 -0.12
N 1.33268 0.28566 2.09679 0.10
C -0.23460 0.54696 -1.72154 -0.10
C -0.93852 -0.45959 -1.18862 -0.08
C -0.39967 -1.83503 -0.92173 -0.39
O 0.90415 -1.95522 -1.09995 -0.07
C -0.61074 1.98450 -1.41178 -0.09
H 1.17266 -0.96341 0.39741 0.03
H 0.35793 -1.58733 1.52516 0.11
H 2.10221 -1.66060 1.62539 0.10
H 2.14948 0.82073 1.94378 0.08
H 0.72238 0.23105 -2.08422 0.10
H -1.83500 -0.11595 -0.65041 0.11
H -0.92437 -2.67249 -1.46197 0.17
H -0.64712 -2.06664 0.17597 0.14
H -0.28686 2.25255 -0.37855 0.06
H -0.17348 2.64721 -2.19390 0.08
H -1.72982 1.86886 -1.28447 0.09
H 0.34109 0.77508 2.02767 0.06
H -1.66606 1.39802 1.88048 -0.07
O -0.93092 1.47199 1.29409 -0.32

7.
21
Properties=species:S:1:pos:R:3:lowdin_charge:R:1 method="wB97M-V/def2-TZVPD" homo_lumo_gap_ev=10.368 homo_ev=-9.66 e_lumo_ha=0.0261 smiles="CCNC(=O)CC.O" relative_energy_ev=0.9663 total_charge=0
C 1.84709 1.02600 -1.23749 -0.08
C 1.58193 0.82132 0.25060 -0.21
N 0.51952 -0.14792 0.51197 0.05
C -0.82513 -0.07191 0.55481 -0.52
O -1.48025 -1.09582 0.47033 0.05
C -1.41768 1.32034 0.66894 -0.15
C -2.44116 1.62293 -0.42734 -0.09
H 1.06810 0.66748 -1.90747 0.08
H 2.76085 0.53453 -1.59275 0.07
H 2.00020 2.09357 -1.43856 0.07
H 1.29949 1.72462 0.78452 0.10
H 2.47511 0.38408 0.67122 0.11
H 0.78473 -1.10630 0.42656 0.09
H -0.69702 2.09675 0.84629 0.09
H -2.00591 1.19178 1.58668 0.12
H -2.60982 0.73087 -1.03017 0.07
H -3.41630 2.03034 -0.11554 0.08
H -2.10994 2.40753 -1.11914 0.07
O 1.78401 -3.13502 -0.50928 -0.06
H 0.88978 -2.82585 -0.30289 0.02
H 2.29048 -2.95472 0.29938 0.04

8.
21
Properties=species:S:1:pos:R:3:lowdin_charge:R:1 method="wB97M-V/def2-TZVPD" homo_lumo_gap_ev=9.888 homo_ev=-9.00 e_lumo_ha=0.0328 smiles=CN[C@H](CO)[C@@H](C)O relative_energy_ev=3.2777 total_charge=0
C 1.41766 -2.12704 0.69615 -0.09
N 1.16006 -0.70430 0.18549 -0.09
C -0.29162 -0.36334 0.08386 -0.30
C -0.79451 -0.52096 -1.41150 -0.22
O -2.08773 -0.04659 -1.59908 -0.11
C -0.35935 0.97197 0.85115 -0.30
C 0.68685 1.97207 0.41145 -0.06
O -1.63500 1.59388 0.30119 -0.10
H 0.66969 -2.43344 1.37654 0.05
H 2.45277 -2.00220 1.04862 0.08
H 1.40599 -2.92748 0.00585 0.05
H 1.48252 -0.64493 -0.80943 0.11
H -0.98850 -1.03393 0.74289 0.16
H -0.22619 0.23186 -2.02464 0.13
H -0.95482 -1.61481 -1.72201 0.15
H -2.06150 0.90498 -1.39916 0.07
H -0.44762 0.85654 1.91672 0.13
H 1.73977 1.59719 0.19266 0.10
H 0.76132 2.86910 1.01562 0.07
H 0.38380 2.35911 -0.55661 0.07
H -2.31360 1.06229 0.69425 0.07